#w
Formula: C2HNO4
Source: OMol25
Level of theory: the ωB97M-V functional and the def2-TZVPD basis

```
! wB97M-V def2-TZVPD RIJCOSX def2/J DEFGRID3
* xyz 0 1
C -0.564 0.798 0.060
C -0.764 -0.819 -0.013
H 1.673 -0.232 1.085
N 1.539 -0.163 -0.083
O -1.350 1.731 0.035
O 0.785 1.115 -0.614
O 0.548 -1.237 -0.104
O -1.868 -1.193 -0.366
*
```

Calculated values
- Lowest unoccupied orbital energy: -1.1 eV
- HOMO: -10.90 eV
- Gap between HOMO and LUMO: 9.84 eV
- SMILES: O=c1o[nH]oc1=O



#x
Formula: C2HNO4
Source: OMol25
Level of theory: the ωB97M-V functional and the def2-TZVPD basis

```
! wB97M-V def2-TZVPD RIJCOSX def2/J DEFGRID3
* xyz 0 1
C 2.183 1.474 0.257
C -0.465 -1.398 0.053
N -1.174 -0.469 0.001
O 1.641 0.554 -0.212
O 0.264 -2.240 0.473
O -2.207 0.127 -0.628
O 2.758 2.389 0.680
H -3.001 -0.437 -0.623
*
```

Calculated values
- Lowest unoccupied orbital energy: 0.1 eV
- HOMO: -10.24 eV
- Gap between HOMO and LUMO: 10.37 eV
- SMILES: O=C=NO.O=C=O



Which of them is the most stable? Correct choice: #x.



#w
Formula: H26NO11
Source: OMol25
Level of theory: the ωB97M-V functional and the def2-TZVPD basis

```
! wB97M-V def2-TZVPD RIJCOSX def2/J DEFGRID3
* xyz 1 1
N -0.213 0.021 0.122
H 0.351 0.622 -0.311
H -1.220 0.077 -0.085
H -0.351 0.052 1.218
H -0.083 -1.059 -0.082
O 1.819 -2.606 -0.394
H 2.742 -2.192 -0.116
H 2.250 -3.603 -0.465
O 0.780 3.405 -0.592
H 0.316 3.669 -1.396
H 1.385 4.100 -0.283
O -1.246 2.830 1.192
H -0.990 3.049 0.292
H -0.795 3.410 1.819
O 0.306 -1.841 2.440
H 1.074 -2.165 2.825
H -0.476 -2.331 2.921
O 2.019 1.057 2.026
H 2.306 1.959 2.069
H 2.594 0.630 1.365
O -0.498 -3.481 -1.766
H 0.137 -2.993 -1.293
H -1.322 -3.181 -1.241
O -2.612 1.530 -1.682
H -2.999 0.643 -1.496
H -3.204 2.082 -1.200
O 1.174 -0.262 -2.724
H 1.632 0.427 -3.161
H 0.760 -0.572 -3.391
O -2.714 -2.305 -0.565
H -3.432 -1.629 -0.788
H -2.948 -3.119 -0.455
O 3.309 0.735 -0.544
H 2.990 0.683 -1.323
H 4.144 1.057 -0.518
O -2.107 0.254 2.580
H -2.171 1.221 2.827
H -2.706 -0.176 2.177
*
```

Calculated values
- Lowest unoccupied orbital energy: -3.0 eV
- HOMO: -13.35 eV
- Gap between HOMO and LUMO: 10.40 eV



#x
Formula: H26NO11
Source: OMol25
Level of theory: the ωB97M-V functional and the def2-TZVPD basis

```
! wB97M-V def2-TZVPD RIJCOSX def2/J DEFGRID3
* xyz 1 1
N 1.003 41.476 35.918
H 0.220 41.148 36.094
H 1.038 42.188 35.400
H 1.635 40.922 35.386
H 1.405 41.699 36.698
O 0.623 42.022 33.010
H -0.251 41.874 32.676
H 1.057 42.575 32.224
O 3.610 41.789 38.365
H 4.022 41.251 37.709
H 3.033 41.170 38.418
O 2.996 44.944 35.613
H 2.066 44.828 35.611
H 3.325 45.943 35.387
O 0.897 38.387 34.350
H 1.896 38.379 34.308
H 1.119 37.740 34.900
O 3.733 39.166 34.174
H 3.934 39.728 33.484
H 3.910 38.232 33.818
O 3.576 42.162 34.952
H 3.817 43.026 34.847
H 3.530 42.246 33.980
O 0.946 41.164 39.576
H 1.231 40.986 40.550
H 0.179 41.818 39.575
O -1.473 41.864 36.699
H -2.133 42.320 36.476
H -1.229 42.011 37.615
O 4.124 39.421 36.827
H 3.335 39.016 37.370
H 4.037 39.524 35.723
O 0.000 44.662 33.254
H -0.828 44.360 32.808
H 0.685 44.045 33.604
O 0.289 44.341 36.205
H 0.358 45.196 36.709
H -0.648 44.277 36.033
*
```

Calculated values
- Lowest unoccupied orbital energy: -3.1 eV
- HOMO: -13.45 eV
- Gap between HOMO and LUMO: 10.35 eV



Which of them is the most stable? Correct choice: #w.



#w
Formula: C5H12N3O
Source: OMol25
Level of theory: the ωB97M-V functional and the def2-TZVPD basis

```
! wB97M-V def2-TZVPD RIJCOSX def2/J DEFGRID3
* xyz 1 1
C -1.123 -0.103 -0.696
C -2.188 -0.715 -1.259
C 0.145 -0.754 -0.159
C 2.465 -0.332 -0.539
C -0.321 -1.154 1.307
N -1.237 1.271 -0.502
N -0.456 1.850 0.654
N 1.345 0.063 -0.061
O 3.489 0.396 -0.370
H -3.100 -0.304 -1.477
H -2.037 -1.685 -1.587
H 0.227 -1.692 -0.831
H 2.730 -1.172 -1.073
H -0.822 -0.486 1.939
H 0.653 -1.507 1.831
H -0.914 -2.157 1.233
H -0.990 2.023 1.440
H -0.243 2.795 0.399
H -2.145 1.547 -0.822
H 1.051 0.929 0.414
H 3.472 1.187 0.160
*
```

Calculated values
- Lowest unoccupied orbital energy: -3.6 eV
- HOMO: -11.92 eV
- Gap between HOMO and LUMO: 8.33 eV
- SMILES: C=C(NN)[C@H](C)/[NH+]=C/O



#x
Formula: C5H12N3O
Source: OMol25
Level of theory: the ωB97M-V functional and the def2-TZVPD basis

```
! wB97M-V def2-TZVPD RIJCOSX def2/J DEFGRID3
* xyz 1 1
C 0.917 -2.241 0.518
C -0.704 -0.850 -0.764
C 0.985 -2.256 1.968
C -1.095 2.391 0.797
C 0.930 1.481 -1.992
N 0.158 -1.636 -0.296
N -0.020 1.770 0.108
N -1.962 -1.034 -1.193
O 0.009 2.160 -1.150
H 1.651 -2.890 0.068
H 0.041 -1.923 2.305
H 1.206 -3.229 2.191
H 1.646 -1.340 2.310
H -1.966 2.677 0.017
H -1.389 1.752 1.494
H -0.724 3.221 1.270
H 1.266 2.301 -2.710
H 0.361 0.713 -2.569
H 1.612 0.723 -1.408
H -2.204 -1.988 -1.412
H -2.324 -0.388 -1.886
*
```

Calculated values
- Lowest unoccupied orbital energy (alpha / beta): -6.2 / -4.0 eV
- HOMO (alpha / beta): -11.86 / -13.26 eV
- Gap between HOMO and LUMO (alpha / beta): 5.68 / 9.28 eV



#y
Formula: C5H12N3O
Source: OMol25
Level of theory: the ωB97M-V functional and the def2-TZVPD basis

```
! wB97M-V def2-TZVPD RIJCOSX def2/J DEFGRID3
* xyz 1 1
C -1.871 -0.016 -0.262
C 0.680 -0.164 0.471
C -2.973 -0.694 0.312
C 1.204 2.204 0.899
C 0.798 -1.399 -0.429
N -1.511 0.924 -0.868
N 1.328 0.920 0.252
N 2.207 -1.518 -0.741
O -0.789 1.728 -1.310
H -0.108 -0.168 1.310
H -3.661 0.058 0.461
H -2.754 -1.247 1.228
H -3.482 -1.410 -0.300
H 0.875 2.768 0.011
H 0.335 2.129 1.583
H 2.260 2.385 1.270
H 0.216 -1.083 -1.287
H 0.321 -2.246 0.056
H 2.023 0.988 -0.640
H 2.317 -1.882 -1.792
H 2.586 -2.275 -0.225
*
```

Calculated values
- Lowest unoccupied orbital energy: -3.9 eV
- HOMO: -13.55 eV
- Gap between HOMO and LUMO: 9.66 eV



#z
Formula: C5H12N3O
Source: OMol25
Level of theory: the ωB97M-V functional and the def2-TZVPD basis

```
! wB97M-V def2-TZVPD RIJCOSX def2/J DEFGRID3
* xyz 1 1
C -0.879 2.356 2.143
C 0.726 3.025 -0.547
C 1.293 -0.535 -0.424
C -0.255 -1.696 1.295
C 0.479 -0.390 0.839
N -0.514 1.564 1.330
N -0.524 0.588 0.613
N -1.218 0.711 -1.988
O 1.750 3.334 -0.917
H -0.702 3.132 2.816
H -1.926 0.000 -2.313
H 0.620 -1.166 -1.050
H 1.329 0.306 -0.950
H 2.252 -1.050 -0.214
H -1.060 -1.694 0.589
H -0.802 -1.448 2.214
H 0.234 -2.614 1.345
H 1.150 -0.085 1.720
H -0.321 0.705 -2.566
H -0.872 0.721 -0.574
H -1.613 1.687 -2.219
*
```

Calculated values
- Lowest unoccupied orbital energy: -3.6 eV
- HOMO: -13.58 eV
- Gap between HOMO and LUMO: 9.94 eV



Which of them is the most stable? Correct choice: #w.



#w
Formula: CH2NOP
Source: OMol25
Level of theory: the ωB97M-V functional and the def2-TZVPD basis

```
! wB97M-V def2-TZVPD RIJCOSX def2/J DEFGRID3
* xyz 0 1
N -0.556 1.353 1.677
C 0.043 0.468 1.242
O 0.374 -0.673 0.733
P -0.071 -0.845 -0.903
H -0.912 0.259 -1.145
H 1.122 -0.562 -1.604
*
```

Calculated values
- Lowest unoccupied orbital energy: 0.0 eV
- HOMO: -10.15 eV
- Gap between HOMO and LUMO: 10.20 eV
- SMILES: N#COP



#x
Formula: CH2NOP
Source: OMol25
Level of theory: the ωB97M-V functional and the def2-TZVPD basis

```
! wB97M-V def2-TZVPD RIJCOSX def2/J DEFGRID3
* xyz 0 1
C -0.503 -1.930 0.875
N 0.841 -0.073 1.111
O -0.417 -2.481 -0.117
P -0.014 0.986 0.424
H -1.154 -1.731 1.781
H 0.735 2.103 0.665
*
```

Calculated values
- Lowest unoccupied orbital energy (alpha / beta): -0.3 / -0.3 eV
- HOMO (alpha / beta): -8.01 / -8.01 eV
- Gap between HOMO and LUMO (alpha / beta): 7.69 / 7.69 eV



Which of them is the most stable? Correct choice: #w.



#w
Formula: C3H4N4O
Source: OMol25
Level of theory: the ωB97M-V functional and the def2-TZVPD basis

```
! wB97M-V def2-TZVPD RIJCOSX def2/J DEFGRID3
* xyz 0 1
C 2.057 0.114 0.054
C -0.224 0.287 -0.089
C -2.336 -0.047 0.001
H 2.980 0.737 0.100
H 1.173 1.952 -0.008
H -3.419 0.261 -0.231
H 0.172 -1.791 0.375
N 0.973 0.924 0.076
N -1.399 1.004 -0.121
N -1.700 -1.267 0.044
N -0.406 -1.053 -0.021
O 2.130 -1.121 -0.181
*
```

Calculated values
- Lowest unoccupied orbital energy: 0.5 eV
- HOMO: -9.21 eV
- Gap between HOMO and LUMO: 9.73 eV
- SMILES: O=CNc1ncn[nH]1



#x
Formula: C3H4N4O
Source: OMol25
Level of theory: the ωB97M-V functional and the def2-TZVPD basis

```
! wB97M-V def2-TZVPD RIJCOSX def2/J DEFGRID3
* xyz 0 1
C 1.827 0.259 -0.048
C 0.790 1.132 -0.126
C -0.549 0.564 -0.014
H -1.967 -1.701 0.670
H 2.847 0.549 -0.114
H 1.005 2.225 -0.187
H -2.455 0.752 -0.073
N -0.462 -0.829 -0.035
N 0.581 -1.664 -0.027
N 1.686 -1.093 0.076
N -1.612 1.254 0.087
O -1.691 -1.447 -0.207
*
```

Calculated values
- Lowest unoccupied orbital energy: -0.2 eV
- HOMO: -9.16 eV
- Gap between HOMO and LUMO: 8.95 eV
- SMILES: [H]/N=c1/ccnnn1O



#y
Formula: C3H4N4O
Source: OMol25
Level of theory: the ωB97M-V functional and the def2-TZVPD basis

```
! wB97M-V def2-TZVPD RIJCOSX def2/J DEFGRID3
* xyz 0 1
C -1.018 0.674 -0.047
C -1.534 -1.322 -0.163
C 2.533 -0.095 0.015
H -1.682 2.400 0.292
H -2.328 -1.941 0.018
H 2.667 -1.161 0.686
H 3.324 0.613 -0.020
N -2.147 -0.079 0.200
N -0.277 -1.435 -0.332
N 0.124 -0.128 -0.238
N 1.243 0.459 -0.147
O -0.905 2.017 -0.264
*
```

Calculated values
- Lowest unoccupied orbital energy: -0.1 eV
- HOMO: -8.95 eV
- Gap between HOMO and LUMO: 8.83 eV
- SMILES: C=Nn1ncnc1O



#z
Formula: C3H4N4O
Source: OMol25
Level of theory: the ωB97M-V functional and the def2-TZVPD basis

```
! wB97M-V def2-TZVPD RIJCOSX def2/J DEFGRID3
* xyz 0 1
C 0.039 0.268 -0.083
C -0.952 1.314 -0.096
C -0.510 -1.030 -0.015
H 2.035 -0.983 0.581
H 3.029 0.225 0.240
H -0.733 2.406 0.096
H 0.208 -1.882 -0.026
N 2.233 -0.298 -0.151
N 1.260 0.586 -0.255
N -2.196 1.003 -0.003
N -1.760 -1.322 -0.153
O -2.654 -0.288 -0.136
*
```

Calculated values
- Lowest unoccupied orbital energy: 0.0 eV
- HOMO: -8.73 eV
- Gap between HOMO and LUMO: 8.72 eV
- SMILES: NN=c1cnonc1



Which of them is the most stable? Correct choice: #w.



#w
Formula: C3H4N4O
Source: OMol25
Level of theory: the ωB97M-V functional and the def2-TZVPD basis

```
! wB97M-V def2-TZVPD RIJCOSX def2/J DEFGRID3
* xyz 0 1
C -2.004 0.311 0.039
C 0.101 -0.250 0.027
C 1.882 0.966 -0.012
H -3.542 -0.806 -0.189
H -1.503 1.344 0.026
H 2.616 1.708 0.077
H 3.206 -0.627 0.334
N -3.276 0.174 -0.196
N -1.051 -0.672 0.383
N 0.620 1.021 0.022
N 2.271 -0.296 -0.093
O 1.174 -1.172 -0.172
*
```

Calculated values
- Lowest unoccupied orbital energy: 0.2 eV
- HOMO: -9.09 eV
- Gap between HOMO and LUMO: 9.26 eV
- SMILES: [H]/N=C\N=c1/nc[nH]o1



#x
Formula: C3H4N4O
Source: OMol25
Level of theory: the ωB97M-V functional and the def2-TZVPD basis

```
! wB97M-V def2-TZVPD RIJCOSX def2/J DEFGRID3
* xyz 0 1
C -1.579 -0.417 0.163
C 0.004 -0.259 -0.114
C 1.936 -0.924 -0.125
H -3.055 0.997 -0.457
H -1.354 1.448 -0.614
H 2.837 -1.646 -0.030
H 2.409 1.182 0.759
N -2.030 0.812 -0.281
N 0.765 -1.341 -0.304
N 1.792 0.477 0.264
N 0.539 1.002 0.291
O -2.264 -1.331 0.446
*
```

Calculated values
- Lowest unoccupied orbital energy: 0.7 eV
- HOMO: -9.57 eV
- Gap between HOMO and LUMO: 10.30 eV



#y
Formula: C3H4N4O
Source: OMol25
Level of theory: the ωB97M-V functional and the def2-TZVPD basis

```
! wB97M-V def2-TZVPD RIJCOSX def2/J DEFGRID3
* xyz 0 1
C 0.712 0.584 -0.528
C -1.343 -0.108 -0.181
C -1.265 1.361 0.063
H 3.416 -0.765 0.514
H 0.129 -1.584 0.408
H -1.858 -1.912 -0.022
H -1.996 2.206 0.699
N 2.045 0.672 -0.127
N -0.034 -0.524 -0.645
N -2.249 -0.988 -0.028
N -0.025 1.731 -0.206
O 2.467 -0.674 0.053
*
```

Calculated values
- Lowest unoccupied orbital energy: -0.9 eV
- HOMO: -8.87 eV
- Gap between HOMO and LUMO: 7.99 eV



Which of them is the most stable? Correct choice: #x.